No. 1
Formula: C14H21O13Pd
Source: OMol25
Level of theory: ωB97M-V with the def2-TZVPD basis set

Geometry as ORCA input:
```
! wB97M-V def2-TZVPD RIJCOSX def2/J DEFGRID3
* xyz 1 3
Pd 23.570 -9.302 28.208
O 21.831 -8.760 24.280
O 29.664 -3.350 27.587
O 23.018 -2.660 30.024
O 20.636 -4.331 33.615
O 27.941 -4.275 28.708
O 22.413 -5.848 33.829
O 23.312 -7.167 27.839
O 22.117 -4.871 31.949
O 25.274 -2.176 29.829
O 23.803 -1.939 28.023
O 27.863 -4.367 26.578
O 23.781 -7.816 24.215
O 23.538 -9.703 25.472
C 21.657 -7.623 23.479
C 26.756 -5.042 28.398
C 26.591 -4.782 26.947
C 21.585 -5.721 26.784
C 21.912 -2.619 29.130
C 23.074 -8.809 24.726
C 24.129 -2.278 29.357
C 23.144 -6.591 32.956
C 23.047 -7.121 23.288
C 28.603 -3.936 27.623
C 22.462 -2.049 27.777
C 22.901 -5.911 27.459
C 21.588 -5.040 33.169
C 23.097 -5.803 31.728
H 21.248 -7.978 22.533
H 21.914 -1.150 27.495
H 21.528 -6.479 26.002
H 21.518 -3.628 29.003
H 24.190 -6.695 33.242
H 22.834 -7.633 32.878
H 25.782 -4.073 26.774
H 20.800 -5.838 27.531
H 22.784 -5.340 28.379
H 21.344 -4.821 26.219
H 21.132 -1.989 29.557
H 22.361 -2.855 27.051
H 26.270 -5.693 26.441
H 24.012 -5.222 31.613
H 21.083 -6.855 23.996
H 26.876 -6.119 28.519
H 23.166 -6.046 23.420
H 25.867 -4.725 28.944
H 23.652 -5.496 26.787
H 23.465 -7.338 22.305
H 22.785 -6.419 30.884
*
```

Values from the calculation:
HOMO (spin up / spin down), eV: -12.95 / -12.95
E, a.u.: -1651.6145
Energy above the lowest of the compared OMol25 structures with the same formula, charge and spin, kcal/mol: 32.0
Lowest unoccupied orbital energy (spin up / spin down), eV: -5.5 / -7.5
Expectation value of S²: 2.006
Orbital gap (spin up / spin down), Eh: 0.27314 / 0.20188
Max |F|, hartree/bohr: 0.1175

=====

No. 2
Formula: C14H22N2O3
Source: OMol25
Level of theory: ωB97M-V with the def2-TZVPD basis set

Geometry as ORCA input:
```
! wB97M-V def2-TZVPD RIJCOSX def2/J DEFGRID3
* xyz 0 1
O -2.488 1.071 -1.863
O -0.714 1.566 2.255
O 1.441 1.257 -3.496
N 0.751 1.502 0.502
N -1.535 1.341 0.156
C 1.458 -0.955 1.876
C 2.506 0.077 1.465
C 0.274 1.203 -3.166
C -0.099 1.283 -1.730
C 2.013 -2.374 1.935
C -0.841 1.054 -4.152
C -0.195 -3.482 1.241
C 1.899 1.481 1.392
C -1.466 1.217 -1.235
C 0.939 -3.410 2.276
C -1.462 -2.740 1.672
C 0.914 1.412 -0.829
C -0.523 1.475 1.068
C -2.473 -2.645 0.535
H -2.470 1.309 0.550
H -0.460 -4.526 1.063
H 1.426 -4.384 2.348
H -2.064 -2.077 -0.300
H 1.042 -0.682 2.847
H 3.324 0.091 2.186
H 2.920 -0.194 0.491
H 2.637 2.204 1.036
H -2.735 -3.637 0.173
H 2.805 -2.422 2.686
H -3.382 -2.152 0.870
H -1.410 0.153 -3.935
H 1.537 1.785 2.377
H 2.458 -2.626 0.970
H 0.518 -3.183 3.258
H -1.530 1.891 -4.062
H 1.932 1.447 -1.197
H -0.435 1.009 -5.159
H -1.913 -3.269 2.514
H 0.157 -3.078 0.289
H -1.215 -1.735 2.017
H 0.648 -0.934 1.146
*
```

Values from the calculation:
SMILES string: CCCCCCCCn1cc(C(C)=O)c(=O)[nH]c1=O
HOMO, eV: -9.42
E, a.u.: -881.9628
Energy above the lowest of the compared OMol25 structures with the same formula, charge and spin, kcal/mol: 2.0
Lowest unoccupied orbital energy, eV: 0.0
Orbital gap, Eh: 0.34647
Max |F|, hartree/bohr: 0.0129

=====

Question: Look up the max |F| of the second one.
Answer: 0.0129 hartree/bohr

=====

Question: energy above the lowest of the compared OMol25 structures with the same formula, charge and spin of number 1 (C14H21O13Pd)?
Answer: 32.0 kcal/mol

=====

Question: Which of these has the lowest energy above the lowest of the compared OMol25 structures with the same formula, charge and spin?
Answer: C14H22N2O3

=====

Question: Which value of energy above the lowest of the compared OMol25 structures with the same formula, charge and spin does entry 1 give?
Answer: 32.0 kcal/mol